Entry 1:
DFT (ωB97M-V with the def2-TZVPD basis set) results for a structure of composition C9H21NOS in a non-equilibrium geometry.

Element x y z (Å)
C 2.107 -3.042 -1.475
C 0.520 -1.615 -2.658
C -0.159 -2.690 -0.498
C -1.729 2.663 2.283
C -1.102 3.099 -0.003
C -2.771 1.245 0.347
C 1.515 -0.877 -0.472
C 1.002 -2.041 -1.266
C -1.591 2.010 0.941
N 0.084 0.490 -0.491
O -0.103 -0.157 2.021
S -0.178 0.823 0.983
H 2.947 -2.554 -2.004
H 1.706 -3.849 -1.974
H 2.513 -3.407 -0.584
H -0.019 -0.757 -2.376
H 1.456 -1.532 -3.216
H -0.132 -2.201 -3.359
H -0.469 -3.400 -1.220
H -1.070 -2.052 -0.337
H 0.275 -3.043 0.416
H -0.756 3.075 2.330
H -2.548 3.473 2.300
H -1.889 1.982 3.129
H -1.698 4.060 0.089
H -0.819 2.644 -0.917
H -0.074 3.317 0.312
H -2.704 0.714 -0.573
H -3.135 0.409 0.979
H -3.527 2.042 0.111
H 2.266 -0.032 -0.710
H 1.507 -1.044 0.599
H 0.973 1.648 1.466

LUMO energy in eV: 0.67
HOMO-LUMO gap in eV: 9.55
ΔE to the lowest compared entry with this formula, charge and spin in kcal per mole: 62.6


Entry 2:
DFT (ωB97M-V with the def2-TZVPD basis set) results for a cluster of 3 separate species, C3H3ClFNO2 in total in a non-equilibrium geometry.

Element x y z (Å)
O 1.342 -0.659 -1.433
C 0.589 -1.477 -1.045
Cl 0.535 -2.165 0.539
H -0.159 -1.915 -1.790
N 1.158 1.840 0.144
C 1.058 2.004 -0.972
F 0.951 2.396 -2.165
C -1.421 -0.075 1.647
O -1.754 0.353 0.598
H -1.170 -1.066 2.022
H -1.129 0.765 2.454

Structure (SMILES): O=CCl.N#CF.C=O
LUMO energy in eV: 0.56
HOMO-LUMO gap in eV: 10.52
ΔE to the lowest compared entry with this formula, charge and spin in kcal per mole: 79.2


Entry 3:
DFT (ωB97M-V with the def2-TZVPD basis set) results for a cluster of 3 separate species, C3H9O4 in total in a non-equilibrium geometry.

Element x y z (Å)
O 0.906 -0.969 1.342
C 0.213 -0.288 0.544
O -0.301 0.834 0.853
C -0.147 -0.856 -0.827
C 0.657 -0.075 -1.867
H -0.060 -1.942 -0.856
H -1.206 -0.632 -0.992
H 0.473 0.997 -1.767
H 1.741 -0.117 -1.694
H 0.488 -0.383 -2.899
H 2.713 0.805 1.819
H 1.394 1.273 1.593
O 2.319 1.582 1.426
H -3.055 -0.627 1.701
H -2.718 0.505 0.674
O -3.417 -0.108 0.951

LUMO energy in eV: 4.07
HOMO-LUMO gap in eV: 8.67
Net charge: -1
ΔE to the lowest compared entry with this formula, charge and spin in kcal per mole: 3.3


Entry 4:
DFT (ωB97M-V with the def2-TZVPD basis set) results for an isolated molecule of C4H5IO in a non-equilibrium geometry.

Element x y z (Å)
C -0.833 1.923 -0.039
C -0.338 0.664 0.153
C 0.917 -0.280 0.096
I 2.899 0.415 0.036
C 0.686 -1.647 -0.013
O -0.533 -2.219 0.000
H -1.885 2.141 0.098
H -0.414 2.733 -0.480
H -1.017 -0.011 0.644
H 1.522 -2.304 -0.303
H -1.004 -1.416 -0.190

Structure (SMILES): C=C/C(I)=C\O
LUMO energy in eV: 0.37
HOMO-LUMO gap in eV: 8.87
ΔE to the lowest compared entry with this formula, charge and spin in kcal per mole: 45.7


Entry 5:
DFT (ωB97M-V with the def2-TZVPD basis set) results for a structure of composition C35H30N4O5RuS.

Element x y z (Å)
Ru 1.389 -0.056 -0.699
O 3.461 -3.334 1.008
C 2.863 -2.453 0.237
O 2.617 -1.185 0.726
C 2.526 -2.715 -1.088
C 2.819 -3.953 -1.702
C 2.506 -4.127 -3.020
C 1.965 -3.055 -3.744
C 1.710 -1.867 -3.098
N 1.923 -1.701 -1.782
C 1.322 -0.702 -3.976
O 1.430 -0.761 -5.160
O 0.937 0.500 -3.447
H 3.928 -2.913 1.745
H 3.281 -4.731 -1.107
H 2.708 -5.069 -3.515
H 1.784 -3.116 -4.808
N 0.154 2.786 2.227
C 0.736 1.656 1.798
N 0.858 1.623 0.487
C 0.315 2.840 0.024
C 0.229 3.376 -1.263
C -0.359 4.617 -1.393
C -0.850 5.325 -0.282
C -0.742 4.818 0.995
C -0.138 3.571 1.119
H -0.007 3.025 3.191
H 1.089 0.896 2.474
H 0.623 2.846 -2.118
H -0.421 5.070 -2.376
H -1.297 6.300 -0.427
H -1.092 5.371 1.859
C -3.753 5.421 -3.602
C -3.313 4.106 -3.046
C -3.616 3.740 -1.723
C -3.255 2.515 -1.234
C -2.594 1.589 -2.083
C -2.223 1.970 -3.398
C -2.572 3.209 -3.852
S -2.263 0.079 -1.398
C -2.139 -1.052 -2.777
O 0.280 0.500 -2.151
H -4.437 5.939 -2.935
H -4.234 5.281 -4.572
H -2.885 6.065 -3.779
H -4.157 4.434 -1.090
H -3.504 2.233 -0.217
H -1.636 1.316 -4.029
H -2.273 3.513 -4.849
H -1.541 -0.630 -3.580
H -3.147 -1.267 -3.130
H -1.667 -1.958 -2.403
N 2.550 -1.039 2.192
C 1.639 -1.774 2.739
C 1.644 -1.756 4.223
C 2.795 -1.383 4.930
C 2.779 -1.350 6.312
C 1.619 -1.682 7.005
C 0.473 -2.045 6.312
C 0.482 -2.084 4.926
C 0.616 -2.577 2.017
C 0.484 -3.933 2.309
C -0.445 -4.709 1.631
C -1.270 -4.129 0.676
C -1.163 -2.772 0.403
C -0.220 -2.002 1.064
H 3.698 -1.137 4.387
H 3.673 -1.069 6.854
H 1.611 -1.666 8.088
H -0.432 -2.297 6.851
H -0.420 -2.356 4.392
H 1.125 -4.383 3.058
H -0.534 -5.762 1.860
H -2.005 -4.731 0.155
H -1.837 -2.309 -0.308
H -0.197 -0.937 0.891

LUMO energy (alpha / beta) in eV: -5.29 / -8.40
Spin multiplicity: 5
HOMO-LUMO gap (alpha / beta) in eV: 7.00 / 5.28
Expectation value of S²: 6.06
Net charge: +2
ΔE to the lowest compared entry with this formula, charge and spin in kcal per mole: 132.2


Entry 6:
DFT (ωB97M-V with the def2-TZVPD basis set) results for an isolated molecule of C4H8O2 in a non-equilibrium geometry.

Element x y z (Å)
C 1.284 -0.582 0.665
C 0.530 0.729 0.838
O -0.794 0.430 0.571
C -1.356 0.691 -0.729
C -0.556 -0.969 -0.894
O 0.842 -1.043 -0.603
H 2.379 -0.469 0.635
H 1.032 -1.286 1.477
H 0.510 1.096 1.861
H 0.913 1.490 0.145
H -2.302 1.277 -0.453
H -0.790 1.456 -1.304
H -1.103 -1.692 -0.269
H -0.590 -1.127 -1.942

Structure (SMILES): C1COCCO1
LUMO energy in eV: 1.12
HOMO-LUMO gap in eV: 9.35
ΔE to the lowest compared entry with this formula, charge and spin in kcal per mole: 114.4


Entry 7:
DFT (ωB97M-V with the def2-TZVPD basis set) results for a cluster of 2 separate species, C5H15NO in total in a non-equilibrium geometry.

Element x y z (Å)
C 0.626 1.477 -1.581
C 1.835 0.945 -0.769
N 1.547 0.321 0.493
C 0.903 1.184 1.468
C 1.101 -1.051 0.551
C -0.428 -1.337 0.544
H -0.095 0.668 -1.587
H 0.227 2.396 -1.143
H 0.938 1.770 -2.584
H 2.582 1.725 -0.587
H 2.276 0.235 -1.475
H 1.048 0.792 2.475
H -0.164 1.380 1.302
H 1.384 2.165 1.414
H 1.588 -1.661 1.313
H 1.362 -1.443 -0.448
H -0.543 -2.408 0.378
H -1.071 -0.692 -0.042
H -0.827 -1.190 1.563
O -4.494 -1.570 -0.189
H -5.370 -1.295 -0.448
H -4.426 -2.410 -0.650

Structure (SMILES): CCN(C)CC.O
LUMO energy in eV: 0.85
HOMO-LUMO gap in eV: 8.74
ΔE to the lowest compared entry with this formula, charge and spin in kcal per mole: 32.5


Entry 8:
DFT (ωB97M-V with the def2-TZVPD basis set) results for a cluster of 2 separate species, C5H7N3OS2 in total in a non-equilibrium geometry.

Element x y z (Å)
C -2.070 3.002 -0.507
C -0.955 3.725 -0.132
C -0.563 1.410 -0.860
C 0.601 -1.594 0.501
C 0.432 -3.489 1.961
N -1.854 1.753 -0.849
N 1.114 -0.043 -1.686
N -0.112 0.236 -1.316
O -0.130 -2.275 1.327
S 2.071 -1.687 -0.131
S 0.492 2.795 -0.274
H -3.030 3.330 -0.682
H -0.893 4.668 0.168
H -0.363 -4.214 2.102
H 0.828 -3.377 3.069
H 1.302 -4.004 1.483
H 1.148 -0.810 -2.367
H 1.981 0.574 -1.806

LUMO energy (alpha / beta) in eV: -0.56 / -0.44
HOMO-LUMO gap (alpha / beta) in eV: 6.83 / 6.72
ΔE to the lowest compared entry with this formula, charge and spin in kcal per mole: 108.4


Entry 9:
DFT (ωB97M-V with the def2-TZVPD basis set) results for a structure of composition C22H22AuBrN8O2Se.

Element x y z (Å)
Au 0.596 -1.315 -0.613
Br 0.418 1.046 2.356
C 0.032 -0.782 2.553
C -0.353 -1.235 3.807
C -0.505 -2.595 4.011
C -0.214 -3.473 2.974
C 0.147 -2.946 1.757
N 0.223 -1.616 1.530
C 0.581 -3.858 0.635
O 0.731 -5.032 0.787
O 0.795 -3.265 -0.542
H -0.508 -0.522 4.602
H -0.807 -2.967 4.980
H -0.246 -4.547 3.088
C -0.028 -1.741 -4.893
N 0.725 -2.867 -4.343
C 0.621 -4.155 -4.795
C 1.505 -4.902 -4.084
N 2.132 -4.061 -3.207
C 3.201 -4.473 -2.292
C 1.655 -2.820 -3.373
Se 2.218 -1.287 -2.431
H -1.053 -2.060 -5.065
H 0.421 -1.423 -5.831
H -0.014 -0.920 -4.184
H -0.068 -4.435 -5.572
H 1.728 -5.953 -4.127
H 3.064 -5.526 -2.067
H 3.122 -3.898 -1.373
H 4.169 -4.312 -2.762
C -2.181 0.378 0.136
C -1.040 1.137 -0.439
N 0.114 0.632 -0.880
C 0.847 1.658 -1.449
C 0.136 2.798 -1.310
N -1.043 2.456 -0.682
C -2.069 3.407 -0.224
N -1.994 3.627 1.180
N -2.753 2.858 2.017
N -2.437 3.109 3.220
C -1.430 4.057 3.230
C -0.760 4.657 4.301
C 0.213 5.576 3.989
C 0.516 5.905 2.650
C -0.141 5.327 1.587
C -1.125 4.390 1.913
H -2.024 -0.692 0.020
H -3.102 0.633 -0.391
H -2.336 0.618 1.187
H 1.820 1.513 -1.877
H 0.358 3.809 -1.602
H -3.056 3.015 -0.457
H -1.912 4.336 -0.767
H -1.012 4.409 5.322
H 0.755 6.072 4.782
H 1.281 6.644 2.458
H 0.089 5.608 0.567

LUMO energy in eV: -8.03
HOMO-LUMO gap in eV: 5.55
Net charge: +2
ΔE to the lowest compared entry with this formula, charge and spin in kcal per mole: 0.0


Entry 10:
DFT (ωB97M-V with the def2-TZVPD basis set) results for a structure of composition C31H29Cl2N2O4PSn in a non-equilibrium geometry.

Element x y z (Å)
Sn 1.655 -0.630 -1.151
O 0.293 -2.558 5.469
C 0.931 -1.326 5.246
C 1.006 -1.088 3.765
C 1.649 0.036 3.260
C 1.711 0.225 1.899
N 1.150 -0.639 1.036
C 0.538 -1.740 1.514
C 0.444 -1.990 2.868
C -0.010 -2.659 0.484
C -0.737 -3.787 0.797
C -1.249 -4.586 -0.222
C -2.071 -5.804 0.133
O -1.591 -6.428 1.299
C -0.995 -4.217 -1.536
C -0.236 -3.095 -1.788
N 0.241 -2.318 -0.801
H 0.268 -2.748 6.412
H 1.949 -1.308 5.652
H 0.381 -0.492 5.700
H 2.112 0.760 3.917
H 2.216 1.085 1.477
H -0.035 -2.877 3.250
H -0.912 -4.074 1.823
H -2.134 -6.482 -0.722
H -3.088 -5.469 0.354
H -0.907 -7.067 1.071
H -1.372 -4.799 -2.366
H 0.003 -2.806 -2.799
Cl 4.944 -1.023 -1.447
C 6.573 -0.858 -0.701
Cl 6.466 -0.291 0.954
H 7.119 -0.136 -1.296
H 7.033 -1.838 -0.719
O 0.956 -0.722 -3.623
O -0.277 -0.605 -3.788
C -0.805 3.999 -4.946
C -0.803 4.563 -3.679
C -0.653 3.774 -2.551
C -0.518 2.382 -2.663
C -0.557 1.875 -3.951
C -0.681 2.622 -5.100
P -0.344 1.356 -1.170
C 0.412 2.497 0.013
C -0.091 2.663 1.300
C 0.580 3.473 2.208
C 1.761 4.100 1.842
C 2.287 3.911 0.568
C 1.618 3.109 -0.343
C -2.044 1.062 -0.640
C -2.536 -0.237 -0.559
C -3.850 -0.466 -0.170
C -4.672 0.606 0.137
C -4.188 1.907 0.054
C -2.880 2.138 -0.333
H -0.897 4.628 -5.822
H -0.911 5.633 -3.567
H -0.620 4.245 -1.577
H -0.462 0.660 -4.089
H -0.678 2.169 -6.081
H -1.010 2.173 1.596
H 0.175 3.615 3.201
H 2.275 4.741 2.546
H 3.212 4.394 0.283
H 2.030 2.978 -1.338
H -1.901 -1.074 -0.812
H -4.230 -1.476 -0.112
H -5.696 0.432 0.438
H -4.833 2.741 0.291
H -2.514 3.156 -0.393

LUMO energy (alpha / beta) in eV: -7.68 / -7.78
HOMO-LUMO gap (alpha / beta) in eV: 6.39 / 6.28
Net charge: +2
ΔE to the lowest compared entry with this formula, charge and spin in kcal per mole: 108.8


Entry 11:
DFT (ωB97M-V with the def2-TZVPD basis set) results for a structure of composition C30H35InN10O8S2Se in a non-equilibrium geometry.

Element x y z (Å)
In -0.090 -0.092 -0.062
N -5.374 1.976 -5.990
C -4.679 1.913 -4.800
C -5.148 2.592 -3.668
C -4.431 2.567 -2.490
C -3.234 1.867 -2.432
C -2.752 1.190 -3.544
C -3.474 1.207 -4.721
S -2.274 1.880 -0.971
O -2.770 2.889 -0.085
O -0.889 1.972 -1.427
N -2.243 0.401 -0.282
C -3.432 -0.179 0.136
N -4.593 0.434 -0.124
C -5.694 -0.169 0.303
C -5.677 -1.369 0.995
C -4.424 -1.913 1.209
N -3.309 -1.328 0.796
H -6.326 2.294 -5.967
H -5.161 1.301 -6.702
H -6.081 3.141 -3.724
H -4.784 3.081 -1.606
H -1.806 0.663 -3.487
H -3.101 0.685 -5.594
H -6.628 0.340 0.081
H -6.581 -1.847 1.343
H -4.296 -2.855 1.734
O 7.223 0.092 -0.323
C 6.155 -0.009 -0.924
O 5.881 0.003 -2.159
C 4.874 -0.250 -0.145
C 4.242 -1.489 -0.254
C 2.921 -1.600 0.097
N 2.195 -0.568 0.553
C 2.833 0.589 0.761
C 4.170 0.777 0.468
C 1.963 1.750 1.176
O 2.472 2.712 1.728
O 0.721 1.645 0.842
H 4.755 -2.326 -0.713
H 2.383 -2.511 -0.098
H 4.613 1.752 0.633
O -1.746 1.430 2.593
C -1.007 0.454 3.045
O -0.578 -0.434 2.321
C -0.782 0.454 4.557
N -1.177 1.763 5.097
C 0.049 2.507 5.496
C 1.196 1.733 4.848
C 0.702 0.284 4.889
H -1.405 -0.348 4.952
H -1.826 1.675 5.863
H -1.861 2.037 3.366
H 0.156 2.509 6.584
H 0.001 3.538 5.152
H 2.138 1.881 5.374
H 1.335 2.063 3.817
H 0.809 -0.131 5.894
H 1.201 -0.372 4.179
S 1.147 -0.369 -2.355
C 2.162 1.031 -2.276
N 1.740 2.249 -1.978
C 2.840 3.209 -1.865
C 4.051 2.366 -2.312
N 3.472 1.024 -2.507
H 0.766 2.452 -1.785
H 2.928 3.561 -0.837
H 2.667 4.065 -2.513
H 4.836 2.314 -1.562
H 4.494 2.722 -3.240
H 4.097 0.252 -2.342
C 1.396 -3.870 2.257
N 1.417 -4.336 0.871
C 2.380 -5.171 0.337
C 2.140 -5.250 -0.986
N 1.037 -4.458 -1.244
C 0.459 -4.219 -2.565
C 0.605 -3.885 -0.105
Se -0.904 -2.780 0.133
H 1.210 -4.706 2.927
H 0.605 -3.131 2.355
H 2.353 -3.410 2.495
H 3.141 -5.630 0.943
H 2.650 -5.794 -1.762
H 0.881 -4.942 -3.257
H 0.697 -3.212 -2.899
H -0.619 -4.332 -2.515

LUMO energy in eV: 0.07
HOMO-LUMO gap in eV: 8.09


Entry 12:
DFT (ωB97M-V with the def2-TZVPD basis set) results for an isolated molecule of C4H9NO2 in a non-equilibrium geometry.

Element x y z (Å)
N -1.215 -0.229 0.864
C -0.238 -0.445 -0.207
C 0.758 -1.656 0.110
O 0.155 -2.935 -0.185
C 0.630 0.762 -0.457
C -0.078 2.159 -0.602
O 0.020 3.045 0.212
H -1.739 -1.076 1.036
H -0.989 0.214 1.768
H -0.957 -0.553 -1.072
H 1.506 -1.692 -0.614
H 1.319 -1.652 1.092
H -0.176 -3.156 0.685
H 1.328 0.638 -1.294
H 1.237 1.073 0.441
H -0.863 2.004 -1.382

Structure (SMILES): N[C@H](CO)CC=O
LUMO energy in eV: 0.75
HOMO-LUMO gap in eV: 9.99
ΔE to the lowest compared entry with this formula, charge and spin in kcal per mole: 64.7


Entry 13:
DFT (ωB97M-V with the def2-TZVPD basis set) results for a structure of composition C9H15O7Rb in a non-equilibrium geometry.

Element x y z (Å)
Rb 1.161 -2.017 0.920
C -2.519 -2.536 2.614
O -1.677 -1.859 1.677
H -3.587 -2.339 2.519
H -2.334 -3.609 2.568
H -2.296 -2.395 3.671
C 1.405 5.189 3.045
C 1.765 4.174 1.953
C 3.198 3.684 1.937
O 3.106 2.327 1.556
C 1.808 1.929 1.735
O 1.354 0.811 1.612
O 1.024 3.004 2.055
H 1.571 4.789 4.045
H 0.321 5.296 3.075
H 1.886 6.162 2.943
H 1.646 4.646 0.977
H 3.678 3.822 2.906
H 3.886 4.290 1.348
C -1.527 -2.268 -1.790
C -1.196 -3.213 -2.937
C -1.958 -2.953 -4.224
O -1.038 -2.761 -5.260
C 0.181 -2.701 -4.703
O 1.208 -2.527 -5.297
O 0.097 -2.869 -3.348
H -1.601 -1.234 -2.126
H -0.705 -2.377 -1.082
H -2.491 -2.361 -1.290
H -1.132 -4.261 -2.645
H -2.578 -2.072 -4.059
H -2.656 -3.772 -4.397

LUMO energy in eV: -0.37
HOMO-LUMO gap in eV: 5.39
ΔE to the lowest compared entry with this formula, charge and spin in kcal per mole: 6.3